Entry 1:
Formula: C36H72O12
Source: OMol25
Level of theory: ωB97M-V with the def2-TZVPD basis set

Geometry as XYZ:
```
120
Properties=species:S:1:pos:R:3
O -4.866 2.948 2.943
O -1.195 0.811 -0.159
O 1.862 -0.133 2.918
O -5.580 -4.649 0.626
O 5.472 2.873 1.180
O -2.426 -1.279 -2.902
O -0.823 -0.103 -6.023
O 3.663 3.142 -4.829
O 4.278 -1.239 -1.262
O 0.170 -4.030 -4.195
O -2.970 0.121 4.944
O 1.045 4.146 3.684
C 4.244 2.092 -4.722
C -5.870 -3.480 0.667
C -4.773 -2.441 0.485
C 3.821 3.507 -0.379
C -4.322 -0.533 -4.145
C -1.036 -4.194 -2.209
C 0.225 3.505 3.068
C 5.239 3.270 0.061
C -0.575 -1.400 0.412
C 0.825 1.591 -6.096
C 2.286 0.037 4.038
C -7.272 -3.016 1.027
C 4.125 1.203 -3.494
C 1.513 -3.856 -2.203
C 0.564 -0.065 -4.102
C 0.370 3.161 1.616
C 1.059 0.301 -0.671
C -5.889 0.841 3.143
C -1.032 3.043 3.768
C 3.784 0.035 4.354
C 0.228 -4.014 -2.991
C -2.445 -0.958 4.808
C -0.294 0.002 -0.131
C 0.078 0.460 -5.445
C 4.701 -0.192 0.860
C 1.397 0.365 5.214
C -3.343 -0.504 -2.983
C 4.215 -1.283 -0.053
C -3.676 0.464 -1.865
C -4.885 1.806 2.548
C 3.433 -2.398 0.594
C -2.248 -1.848 6.014
C 5.104 1.539 -5.836
C -4.201 1.439 1.260
C -2.000 -1.475 3.465
C 6.384 3.606 -0.853
H -2.602 -1.401 6.946
H -0.950 2.012 4.119
H 5.393 -0.664 1.563
H -1.002 -1.921 3.493
H 4.232 -0.934 4.129
H -0.372 -2.173 -0.330
H -4.628 0.936 -1.647
H 4.243 0.787 3.707
H -4.889 -1.587 1.156
H 1.810 1.224 -6.396
H -1.205 -2.130 6.152
H -1.600 -1.374 0.752
H -1.274 3.675 4.622
H 0.021 0.464 -3.311
H 1.637 0.078 -4.014
H -3.390 0.730 1.463
H 5.215 0.610 0.347
H -6.519 0.361 2.393
H 3.239 1.387 -2.891
H 6.506 4.691 -0.877
H -2.926 1.258 -1.926
H -5.362 0.093 3.744
H 1.301 -0.433 -1.441
H 1.367 -3.630 -1.143
H -5.253 -0.864 -3.674
H 1.771 0.330 0.161
H -2.947 -2.691 5.964
H 4.118 0.129 -3.702
H -4.801 0.947 0.502
H 5.662 2.361 -6.286
H 0.292 2.123 -6.877
H -4.508 0.454 -4.562
H 3.498 4.516 -0.132
H 3.865 0.200 1.440
H 0.261 -1.564 1.102
H 2.422 -2.150 0.908
H 0.439 -0.160 5.149
H -6.561 1.325 3.851
H 2.005 -4.831 -2.072
H -3.973 -1.278 -4.856
H -7.246 -1.942 1.196
H -3.726 2.323 0.839
H 3.160 2.791 0.104
H 3.784 3.333 -1.456
H -1.924 3.094 3.138
H -1.406 -5.183 -2.489
H -0.810 -4.187 -1.141
H 1.129 1.415 5.329
H 5.052 1.288 -2.918
H 1.051 3.866 1.136
H 5.836 0.821 -5.465
H 1.877 0.000 6.121
H -0.598 3.291 1.129
H -4.792 -2.060 -0.538
H -8.007 -3.340 0.293
H 1.119 1.285 -1.137
H 0.733 2.167 1.367
H -1.909 -0.607 2.813
H 3.979 -2.797 1.453
H 7.311 3.121 -0.560
H 2.332 -3.231 -2.560
H -2.663 -2.248 3.076
H 6.205 3.297 -1.887
H 4.506 1.058 -6.610
H 0.161 -1.071 -3.989
H -3.817 -2.918 0.690
H -3.395 -0.145 -1.002
H 4.030 0.299 5.378
H -7.554 -3.544 1.939
H 1.098 2.358 -5.360
H -1.801 -3.454 -2.429
H 3.389 -3.205 -0.138
```

Values from the calculation:
- Kohn-Sham gap: 9.525 eV
- SMILES: CC(C)=O.CC(C)=O.CC(C)=O.CC(C)=O.CC(C)=O.CC(C)=O.CC(C)=O.CC(C)=O.CC(C)=O.CC(C)=O.CC(C)=O.CC(C)=O
- Energy relative to the best compared isomer or geometry (same formula, charge and spin): 1.3905 eV
- Lowest unoccupied orbital energy: 0.2 eV
- Charge: 0

Here are the Mulliken charges for atoms 1 to 5, given in e: -0.60, -0.34, -0.26, -0.57, -0.56

Entry 2:
Formula: C36H72O16
Source: OMol25
Level of theory: ωB97M-V with the def2-TZVPD basis set

Geometry as XYZ:
```
124
Properties=species:S:1:pos:R:3
O -8.651 2.317 -4.462
O -0.816 -8.578 4.515
O -1.853 0.192 -9.204
O 2.564 -6.190 -4.612
O 7.441 1.310 -4.507
O -0.112 7.426 8.760
O 6.946 -4.022 2.245
O -3.821 10.282 -1.905
O 0.180 -0.173 1.619
O -0.237 -9.561 6.376
O -5.576 1.274 9.481
O -0.393 0.764 -0.331
O 1.228 -9.618 4.582
O -7.719 -5.838 -9.349
O 0.302 2.067 1.255
O 9.750 3.197 5.439
C 3.074 -5.872 -6.934
C 6.932 0.202 -4.269
C -2.324 8.788 -0.789
C -1.065 1.112 -9.392
C 0.790 2.403 2.492
C -7.689 -4.827 -8.706
C 5.214 -4.731 3.702
C 8.613 1.113 5.208
C 7.614 -1.097 -4.763
C -0.872 8.121 9.356
C 10.529 1.748 3.655
C -2.046 7.623 10.186
C -0.659 9.618 9.272
C -0.022 0.817 0.941
C 0.586 -10.468 7.106
C -8.314 4.648 -3.911
C -1.264 2.456 -8.678
C -0.542 -0.476 -0.991
C 9.726 2.108 4.861
C -7.163 -4.841 -7.286
C 4.717 -7.036 -5.228
C 6.323 -4.946 2.712
C 0.183 -9.269 5.149
C -2.784 10.134 -1.303
C 0.162 0.884 -10.182
C -6.415 1.354 8.592
C 3.355 -6.364 -5.514
C 6.646 -6.279 2.227
C -6.134 2.216 7.377
C 5.665 0.018 -3.504
C -8.345 -3.499 -9.154
C -7.586 0.527 8.539
C -0.743 -8.216 3.149
C -6.865 2.770 -2.918
C -1.871 11.275 -0.898
C -8.014 3.169 -3.827
H 0.352 1.778 -10.775
H 2.082 -5.429 -7.019
H -5.806 1.607 6.535
H 6.934 -1.479 -5.525
H -0.672 3.210 -9.196
H 1.705 1.843 2.683
H 7.666 -1.853 -3.980
H -7.795 0.002 9.471
H 4.775 0.152 -4.119
H -0.706 -9.102 2.516
H 8.612 -0.924 -5.167
H 1.602 -10.079 7.170
H -1.616 -7.579 3.013
H -6.918 2.941 7.159
H 1.002 3.472 2.510
H -1.641 10.053 9.087
H 10.851 0.711 3.754
H -7.027 3.123 -1.899
H -1.952 11.531 0.158
H 0.414 -0.974 -0.829
H -6.935 -5.865 -6.989
H 5.756 -6.837 1.938
H 3.216 -6.711 -7.616
H 4.991 -7.757 -5.998
H -7.936 -4.324 -6.718
H -0.684 -0.215 -2.040
H -2.310 2.748 -8.586
H -1.936 6.542 10.268
H -6.013 3.368 -3.240
H -0.126 10.103 10.091
H -9.241 4.701 -3.339
H -0.961 2.382 -7.634
H -7.324 -0.290 7.867
H -1.349 -1.170 -0.755
H 5.605 -0.883 -2.893
H 8.023 0.865 4.326
H 0.200 -10.519 8.124
H 1.038 0.821 -9.535
H -9.170 -3.347 -8.457
H -6.705 1.694 -2.845
H -7.617 -2.689 -9.126
H 7.875 1.435 5.943
H -1.860 7.975 11.201
H 7.252 -6.191 1.325
H 5.536 -6.323 -5.325
H 9.120 0.241 5.621
H -5.270 2.832 7.629
H 3.745 -5.064 -7.225
H -8.476 5.006 -4.928
H -6.293 -4.191 -7.192
H -2.105 12.193 -1.438
H 4.344 -4.552 3.070
H -8.533 0.878 8.131
H 10.016 1.985 2.723
H 0.670 -11.461 6.666
H -2.098 8.962 0.264
H 0.061 2.219 3.281
H 7.143 -6.916 2.960
H 0.120 -0.094 -10.663
H 4.756 -7.526 -4.255
H 5.087 -5.651 4.273
H -7.577 5.232 -3.361
H -3.016 7.972 -0.994
H -2.994 8.036 9.841
H 11.434 2.355 3.624
H 5.677 0.837 -2.784
H 5.343 -3.823 4.292
H -8.784 -3.456 -10.151
H -0.887 10.883 -1.156
H -1.442 8.387 -1.287
H 0.160 -7.636 2.954
H -0.033 9.798 8.398
```

Values from the calculation:
- Kohn-Sham gap: 9.546 eV
- SMILES: COC(=O)OC.COC(=O)OC.CC(C)=O.CC(C)=O.CC(C)=O.CC(C)=O.CC(C)=O.CC(C)=O.CC(C)=O.CC(C)=O.CC(C)=O.CC(C)=O
- Energy relative to the best compared isomer or geometry (same formula, charge and spin): 3.7934 eV
- Lowest unoccupied orbital energy: 0.2 eV
- Charge: 0

Here are the Mulliken charges for atoms 1 to 5, given in e: -0.57, -0.31, -0.56, -0.53, -0.57